Density functional theory data (the ωB97M-V functional and the def2-TZVPD basis) for a single C25H27NO6S molecule.

Results
HOMO energy: -8.5 eV
Relative energy (zero: lowest compared OMol25 entry of this formula, charge and spin): 3.1 kcal/mol
DFT total energy: -50975.15637 eV
SMILES string: CCCc1cc(=O)oc2cc(C)cc(OCC(=O)N[C@@H](CSCc3ccccc3)C(=O)O)c12
Charge: 0
Lowest unoccupied orbital energy: 0.3 eV

```
60
Properties=species:S:1:pos:R:3:mulliken_charge:R:1
C -1.4277 3.7347 -2.9205 -1.0121
C -2.6041 2.7733 -3.0492 -0.9154
C -2.7605 1.8952 -1.8079 -0.1552
C -3.1661 2.5933 -0.5432 1.1543
C -3.6957 3.8389 -0.5473 -0.3300
C -3.9784 4.5888 0.6530 -0.1225
O -4.4806 5.6855 0.6951 -0.6429
O -3.5931 4.0092 1.8331 -0.4752
C -3.1165 2.7486 1.8877 -0.6443
C -2.8015 2.2803 3.1608 -0.8428
C -2.3198 0.9996 3.3276 0.5496
C -1.9603 0.4736 4.6808 -1.6568
C -2.2104 0.1701 2.2120 -0.8786
C -2.5433 0.6106 0.9447 1.3111
O -2.5439 -0.2133 -0.1463 -0.4082
C -2.1765 -1.5654 0.0188 -0.9788
C -0.6681 -1.7170 0.2386 0.7961
O -0.1778 -2.4561 1.0650 -0.6816
N 0.0389 -0.9383 -0.5991 0.1240
C 1.4694 -0.8203 -0.5624 0.2481
C 2.1395 -1.4971 -1.7726 -1.1285
S 1.5613 -3.1963 -2.0493 -0.1558
C 2.1556 -4.0317 -0.5279 -0.8688
C 3.5908 -3.7292 -0.2525 0.1822
C 3.9618 -3.0744 0.9153 -0.0142
C 5.2910 -2.7746 1.1579 -0.8115
C 6.2612 -3.1205 0.2334 -0.4039
C 5.8989 -3.7730 -0.9340 -0.5812
C 4.5719 -4.0747 -1.1759 -0.1934
C 1.8416 0.6534 -0.6038 0.1482
O 1.1006 1.5160 -0.9928 -0.5236
O 3.0900 0.8687 -0.2044 -0.4298
C -2.9436 1.9555 0.7387 0.4021
H -0.5137 3.1841 -2.7075 0.1885
H -1.5889 4.4435 -2.1128 0.3207
H -1.2896 4.2923 -3.8439 0.3932
H -3.5240 3.3216 -3.2557 0.4477
H -2.4273 2.1122 -3.9014 0.3980
H -3.4845 1.1005 -2.0066 0.4762
H -1.7968 1.4176 -1.6212 -0.2439
H -3.9115 4.3682 -1.4596 0.4189
H -2.9427 2.9449 3.9976 0.4534
H -2.7739 -0.1402 5.0674 0.3138
H -1.0705 -0.1496 4.6267 0.3875
H -1.7864 1.2870 5.3795 0.3886
H -1.8534 -0.8349 2.3673 0.5654
H -2.7260 -2.0510 0.8315 0.3691
H -2.4405 -2.0524 -0.9253 0.4320
H -0.4507 -0.3046 -1.2168 0.2157
H 1.8330 -1.2777 0.3627 0.3082
H 3.2212 -1.5079 -1.6381 0.4448
H 1.8867 -0.9670 -2.6913 0.4935
H 1.5028 -3.7339 0.2928 0.2407
H 2.0028 -5.0896 -0.7432 0.5426
H 3.2074 -2.8138 1.6445 0.4634
H 5.5684 -2.2684 2.0706 0.3880
H 7.2977 -2.8837 0.4217 0.3923
H 6.6526 -4.0468 -1.6574 0.3937
H 4.2833 -4.5750 -2.0894 0.3654
H 3.3201 1.8108 -0.2657 0.3821
```

***

Density functional theory data (the ωB97M-V functional and the def2-TZVPD basis) for a molecular structure, C25H28Cl5O2Sn.

Results
HOMO energy (alpha / beta): -10.8 / -10.9 eV
DFT total energy: -98903.55919 eV
Charge: +1
Lowest unoccupied orbital energy (alpha / beta): -4.6 / -5.0 eV

```
61
Properties=species:S:1:pos:R:3:mulliken_charge:R:1
O -0.6421 -0.7608 -2.0145 0.0742
C -1.2301 0.2870 -2.9606 -0.4592
C -0.7302 -0.2982 -4.2266 -0.8135
H -0.7316 1.2606 -2.9054 -0.1209
H -2.3159 0.3045 -2.8019 0.4682
C -0.3487 -1.4491 -3.3240 1.3115
H 0.1133 0.2790 -4.6072 0.3596
H -1.5198 -0.4318 -4.9596 0.3742
C 1.0837 -1.8456 -3.4262 -1.7386
H 1.7605 -1.0154 -3.2259 0.3290
H 1.2733 -2.1900 -4.4425 0.4579
H 1.2903 -2.6536 -2.7316 0.3164
C -1.3411 -2.5800 -3.5570 -1.5634
H -2.3866 -2.2231 -3.4340 0.3653
H -1.1431 -3.4037 -2.8527 0.3007
H -1.2212 -2.9609 -4.5916 0.4092
Sn -0.4834 -0.9444 0.1293 1.2541
C -3.5435 -0.7357 3.0345 -0.6140
C -3.1142 0.6228 2.9380 -0.3907
C -2.9210 0.9301 1.5762 -0.5493
H -2.9456 1.2819 3.7713 0.5052
C -3.1611 -0.2643 0.8136 -0.5986
C -3.5338 -1.2915 1.7353 -0.6761
H -3.7555 -2.3188 1.4708 0.4403
H -3.8221 -1.2546 3.9397 0.5284
H -2.6477 1.8963 1.1598 0.4451
H -3.0788 -0.3709 -0.2691 0.9286
C 1.2074 -2.9523 2.6743 -0.6066
C 0.1927 -3.5947 1.9157 -0.8850
C 0.3981 -3.2994 0.5490 -0.6048
H -0.5334 -4.2926 2.3325 0.4604
C 1.5833 -2.4241 0.4669 -0.6267
C 2.0076 -2.1889 1.8144 -0.8207
H 2.7953 -1.5201 2.1188 0.6142
H 1.3682 -3.0750 3.7405 0.6522
H -0.1341 -3.7409 -0.2918 0.8354
H 2.1944 -2.2355 -0.4167 0.6767
O 2.1213 2.2880 -2.9962 -0.5279
C 1.6488 1.5892 -1.7998 1.0249
C 0.4285 2.3356 -1.2026 -0.1669
H 2.4951 1.5385 -1.0971 0.2976
H 1.4508 0.5481 -2.0688 -1.0091
C 0.4332 3.6094 -2.0896 -0.6560
H 0.5281 2.5451 -0.1344 0.2281
H -0.5261 1.8003 -1.3215 0.0227
C 1.8941 3.6807 -2.5219 -0.5505
H 0.0088 4.5057 -1.6274 0.4496
H -0.1252 3.4663 -3.0157 0.2524
H 2.5381 3.7972 -1.6422 0.2430
H 2.1621 4.4527 -3.2447 0.4206
Cl -0.6310 -1.1764 4.0944 -0.1086
C 0.4439 0.1413 3.9490 0.5234
C 1.0911 0.4931 2.8112 -0.4367
C 2.0205 1.4867 2.7274 0.1580
Cl 3.1304 1.5955 1.4005 -0.1662
C 2.1153 2.3933 3.8075 0.1525
Cl 2.9272 3.8872 3.6657 -0.1551
C 1.4911 2.0474 5.0339 0.1939
Cl 1.7582 2.9946 6.4270 -0.1561
C 0.6719 0.9215 5.1182 0.0933
Cl -0.0596 0.5128 6.5853 -0.1657
```